The following is a DFT calculation (ωB97M-V with the def2-TZVPD basis set) of a cluster of 4 separate species, C21H31BF5NO18S5 in total.

The geometry in XYZ format:
```
82
Properties=species:S:1:pos:R:3:forces:R:3
C -3.4841 -1.6870 -5.1179 0.41 -0.18 0.28
C -2.3193 -2.7107 -4.9698 -0.50 -0.23 0.00
B -2.0409 -3.0552 -3.4629 0.11 0.11 -0.44
O -2.0587 -4.3503 -3.0099 -0.05 0.24 0.28
C -1.7347 -1.8304 -2.4501 -0.02 -0.59 0.21
C -0.2898 -1.8217 -1.8638 0.05 0.22 -0.06
C 0.3450 -3.2145 -1.8119 0.50 -0.23 0.28
C 1.7648 -3.2387 -1.2057 -0.04 -0.05 -0.49
C -0.2139 -1.0659 -0.5295 -0.06 0.15 0.19
C -0.5068 0.4307 -0.5942 -0.05 0.17 0.11
C -0.5518 1.1634 -1.7701 0.01 -0.11 -0.40
C -0.8014 2.5282 -1.7360 -0.04 -0.21 0.51
C -0.9695 3.1139 -0.4924 0.01 0.01 -0.12
C -0.8818 2.3102 0.6345 -0.05 0.27 0.02
N -0.6656 1.0026 0.6004 0.03 -0.02 -0.15
C -1.1274 -1.6993 0.5372 -0.41 -0.07 0.03
S -0.2105 -2.6198 1.7948 0.33 -0.64 -0.18
O 1.0273 -1.9660 2.0837 -0.18 0.31 0.03
O -0.2175 -4.0134 1.4510 -0.18 0.21 0.02
C -1.2124 -2.5152 3.3796 0.01 -0.35 -0.08
F -0.8891 -1.4132 4.0525 -0.10 0.06 -0.14
F -0.8001 -3.5942 4.0784 0.01 0.14 0.01
C -2.7508 -2.6222 3.2390 -0.14 0.12 0.34
F -3.2469 -1.5054 2.6928 0.08 -0.32 0.01
F -3.0877 -3.6801 2.5098 0.04 0.26 0.08
F -3.2708 -2.7580 4.4654 0.04 0.04 -0.27
O -2.0743 -2.6386 -0.0006 0.17 0.18 0.17
S -2.9500 -1.9598 -1.1542 -0.65 0.05 -0.53
O -3.9624 -2.9119 -1.4989 0.23 -0.07 0.07
O -3.3781 -0.6621 -0.7294 0.29 0.04 0.19
H -3.1127 -0.7308 -5.4779 -0.16 0.09 -0.06
H -3.9798 -1.5167 -4.1598 -0.10 0.10 -0.03
H -4.2432 -2.0695 -5.7934 0.00 0.11 -0.15
H -2.5935 -3.6377 -5.4763 0.12 -0.03 -0.08
H -1.4181 -2.3480 -5.4702 0.06 0.08 0.04
H -2.9433 -4.7109 -2.8956 0.04 -0.20 -0.08
H -1.9975 -0.8939 -2.9388 0.14 0.14 0.07
H 0.3303 -1.2436 -2.5539 -0.08 0.02 -0.08
H -0.2895 -3.9204 -1.2822 -0.08 0.02 0.02
H 0.4385 -3.6031 -2.8274 -0.27 0.11 -0.10
H 1.7907 -3.7071 -0.2268 0.01 0.19 0.16
H 2.4217 -3.8247 -1.8481 0.01 -0.08 0.05
H 2.2108 -2.2445 -1.1681 0.04 0.03 0.16
H 0.8065 -1.1073 -0.1452 0.04 -0.17 -0.06
H -0.4078 0.6788 -2.7256 0.03 0.01 -0.01
H -0.8579 3.1124 -2.6420 0.04 -0.03 -0.08
H -1.1420 4.1758 -0.3926 -0.04 0.02 0.02
H -0.9899 2.7595 1.6142 -0.02 -0.07 0.09
H -1.6927 -0.9336 1.0666 0.28 0.19 0.10
C 2.9560 5.0463 -0.8438 0.24 -0.14 -0.09
C 3.2572 6.3771 -1.4952 -0.09 0.22 -0.01
O 2.5512 6.3012 -2.7578 0.14 -0.22 -0.07
S 1.2128 5.4687 -2.5760 0.23 0.09 0.16
O 0.1151 6.3477 -2.3709 -0.14 -0.10 -0.02
O 1.1588 4.4696 -3.5837 -0.08 0.05 -0.11
O 1.5769 4.8019 -1.1754 -0.01 0.15 0.06
H 3.5617 4.2415 -1.2643 -0.01 0.02 -0.03
H 3.0702 5.0702 0.2334 -0.18 0.02 0.04
H 4.3174 6.5217 -1.6823 -0.04 -0.02 -0.22
H 2.8633 7.2169 -0.9294 0.03 -0.15 -0.12
C 1.0656 -6.5727 2.8966 -0.24 -0.07 0.15
C 1.8535 -6.4650 4.1846 0.13 0.25 -0.06
O 2.6058 -7.6877 4.2361 -0.15 -0.09 -0.03
S 3.0037 -8.1417 2.7563 -0.10 0.11 0.04
O 4.3239 -7.7136 2.4623 0.04 -0.04 -0.08
O 2.6234 -9.4977 2.5929 0.06 -0.07 0.03
O 1.9857 -7.1907 1.9794 0.13 0.10 0.07
H 0.1970 -7.2241 3.0108 0.02 -0.01 0.01
H 0.7548 -5.6081 2.5063 0.13 -0.13 -0.12
H 1.2215 -6.3954 5.0651 0.04 -0.15 0.05
H 2.5510 -5.6254 4.1625 -0.02 0.01 -0.01
C 0.5109 9.2749 2.4324 -0.18 -0.01 -0.24
C 0.0173 7.9703 3.0249 -0.02 0.10 0.27
O 0.9609 6.9990 2.5411 -0.03 0.07 -0.15
S 2.4064 7.6576 2.4290 -0.15 0.04 -0.05
O 3.1808 7.3431 3.5711 0.12 0.03 -0.02
O 2.9000 7.3868 1.1204 0.05 0.02 0.46
O 1.9437 9.1770 2.5208 -0.03 -0.05 0.16
H 0.2322 9.3733 1.3823 -0.01 -0.02 0.01
H 0.1766 10.1470 2.9861 0.16 0.03 0.06
H -0.9794 7.7009 2.6896 0.07 -0.13 -0.11
H 0.0526 7.9787 4.1154 0.00 0.03 -0.01
```
Forces are in eV/Å.

Calculated values
* lowest unoccupied orbital energy: 0.166 eV
* SMILES: CCB(O)[C@@H]1[C@H](CC)[C@@H](c2ccccn2)[C@H](S(=O)(=O)C(F)(F)C(F)(F)F)OS1(=O)=O.O=S1(=O)OCCO1.O=S1(=O)OCCO1.O=S1(=O)OCCO1
* E: -129062.388 eV



The following is a DFT calculation (ωB97M-V with the def2-TZVPD basis set) of a structure of composition C21H31BN9O3SeV.

The geometry in XYZ format:
```
67
Properties=species:S:1:pos:R:3:forces:R:3
V 0.0511 -0.7664 -0.4245 -0.05 0.09 0.03
C 1.6666 2.7974 3.8958 0.01 0.00 0.00
O 1.4853 2.1418 2.6521 0.00 -0.01 0.00
C 1.3571 3.0589 1.5919 0.03 -0.03 -0.02
C 1.1562 2.3293 0.2783 -0.06 0.03 0.04
O 0.0898 1.3710 0.2905 0.01 -0.02 -0.06
C -1.0919 1.8260 0.9569 -0.02 -0.06 -0.08
C -2.2278 0.8772 0.6644 0.03 0.03 0.06
O -1.7592 -0.4587 0.8602 -0.10 0.02 0.01
C -2.7740 -1.3294 1.3813 0.07 0.01 -0.04
H 2.5761 3.4072 3.8892 0.00 0.00 0.00
H 1.7592 2.0285 4.6593 -0.01 0.00 0.00
H 0.8132 3.4424 4.1293 0.00 0.00 0.00
H 2.2655 3.6678 1.4837 -0.01 0.01 0.01
H 0.5310 3.7527 1.7918 0.00 0.01 0.00
H 2.0479 1.7704 0.0140 0.00 -0.02 0.00
H 0.9592 3.0785 -0.4966 0.00 -0.02 -0.02
H -1.3623 2.8242 0.6006 0.00 0.02 0.00
H -0.8934 1.8611 2.0294 0.01 0.00 0.02
H -2.6043 0.9768 -0.3555 0.03 0.00 0.00
H -3.0355 1.0964 1.3662 -0.02 -0.02 -0.01
H -2.8402 -1.1950 2.4631 0.00 -0.02 0.02
H -2.5039 -2.3512 1.1295 0.00 0.00 0.01
H -3.7344 -1.1179 0.9178 -0.02 0.03 -0.03
B -2.6954 -2.1990 -2.0393 -0.03 -0.10 -0.14
N -2.1023 -0.9075 -2.6758 -0.11 0.00 0.01
C -2.5456 -0.2956 -3.7797 0.01 0.03 -0.03
C -1.8530 0.8948 -3.9401 0.01 -0.05 0.01
C -0.9797 0.9224 -2.8563 0.01 0.02 -0.03
N -1.1432 -0.1644 -2.0969 0.05 0.11 0.04
N -1.5356 -3.1556 -1.6150 -0.04 0.00 0.06
C -1.4702 -4.4704 -1.8559 0.01 0.03 -0.01
C -0.3327 -4.9832 -1.2551 0.04 0.01 -0.03
C 0.2618 -3.8768 -0.6568 -0.04 -0.02 -0.03
N -0.4738 -2.7797 -0.8686 0.05 -0.05 0.11
H -3.3247 -2.7634 -2.8945 -0.01 -0.01 0.01
H -3.3897 -1.9194 -1.0985 0.07 0.07 0.08
H -3.3220 -0.7486 -4.3725 0.00 0.01 0.00
H -1.9653 1.6221 -4.7243 0.00 0.00 0.00
H -0.2297 1.6534 -2.5958 -0.01 0.01 0.00
H -2.2366 -4.9490 -2.4416 0.00 -0.01 0.01
H 0.0135 -6.0012 -1.2638 0.01 0.00 0.00
H 1.1875 -3.8057 -0.1073 0.00 -0.01 0.01
C 0.7040 -1.9560 -3.8582 0.00 0.00 0.02
C 1.7666 -1.2392 -3.1053 0.02 0.01 -0.02
N 1.7585 -0.7763 -1.8609 0.05 -0.07 0.03
C 3.0029 -0.1987 -1.6638 0.01 0.02 0.00
C 3.7515 -0.3036 -2.7868 -0.03 0.01 0.01
N 2.9527 -0.9645 -3.6868 0.00 -0.01 0.01
H 0.1983 -2.6784 -3.2258 -0.01 -0.01 -0.01
H 1.1490 -2.4872 -4.6995 -0.01 0.00 0.00
H -0.0376 -1.2591 -4.2497 -0.01 0.01 0.01
H 3.2817 0.2023 -0.7096 0.00 0.01 -0.01
H 4.7531 0.0099 -3.0179 0.00 0.00 0.00
H 3.1996 -1.2225 -4.6265 0.00 0.00 -0.01
Se 4.3042 0.3783 2.6223 -0.03 -0.10 0.00
N 3.5416 -0.3990 4.0108 0.00 0.08 0.00
C 2.4426 -0.9703 3.5612 0.00 0.00 -0.05
C 1.5496 -1.7468 4.3571 0.02 0.01 -0.02
C 0.4933 -2.3049 3.7239 0.00 0.00 0.04
C 0.2872 -2.0699 2.3301 0.05 -0.06 -0.03
N 1.0484 -1.3481 1.5533 -0.01 -0.01 -0.07
C 2.1717 -0.8111 2.1496 0.01 -0.04 0.04
N 3.0676 -0.1366 1.4698 0.00 0.10 0.04
H 1.7504 -1.8795 5.4114 -0.02 -0.01 0.00
H -0.2197 -2.9276 4.2455 0.01 0.00 0.01
H -0.5708 -2.5287 1.8586 0.01 -0.01 -0.02
```
Forces are in eV/Å.

Calculated values
* energy above the lowest of the compared OMol25 structures with the same formula, charge and spin: 0.0 kcal/mol
* total charge: +1
* 2S+1: 4
* lowest unoccupied orbital energy (alpha / beta): -3.865 / -3.872 eV
* E: -133540.696 eV